#1
The following is a DFT calculation (ωB97M-V/def2-TZVPD) of one molecule with the formula C15H22N2O4.

Geometry (Å):
O -1.70 -0.64 0.80
O 0.94 -3.39 -1.96
O -1.04 -1.64 -3.49
O 2.01 -0.13 -2.26
N 0.01 0.13 -0.47
N 1.94 -2.37 -2.11
C 1.58 -4.56 -1.44
C -0.95 1.93 3.54
C -0.83 0.20 0.59
C -0.06 -0.95 -1.44
C 1.34 -1.10 -2.01
C -2.71 2.33 5.54
C -1.06 -0.60 -2.53
C -2.53 0.95 5.20
C 3.03 -4.16 -1.13
C 0.03 0.96 2.91
C -0.62 3.06 4.33
C -1.82 1.89 2.29
C -0.58 1.35 1.54
C -1.25 1.84 5.10
C 2.89 -2.65 -1.02
H -0.23 -0.07 3.17
H -3.27 2.98 4.87
H 3.42 -4.62 -0.23
H -0.38 -1.86 -0.94
H -2.26 2.82 1.92
H -1.67 -1.44 -4.18
H -0.75 0.36 -2.98
H -2.95 0.60 4.27
H 2.47 -2.36 -0.05
H 1.10 1.12 3.07
H -2.70 2.62 6.58
H 1.04 -4.86 -0.54
H -2.43 0.19 5.96
H -2.58 1.11 2.33
H -2.04 -0.47 -2.07
H 3.81 -2.10 -1.21
H 1.52 -5.36 -2.17
H 0.40 3.26 4.66
H 3.68 -4.40 -1.97
H -1.24 3.94 4.23
H 0.69 0.85 -0.65
H -0.01 2.14 1.07

As for the LUMO energy: 0.686 eV. Its SMILES is O=C([C@H](CO)NC(=O)[C@H]1C[C@@]2(C1)C[C@]21CC1)N1CCCO1.

These are the Mulliken partial charges, in e, on atoms 1 to 2:
1. O -0.7013
2. O -0.2488

=====

#2
The following is a DFT calculation (ωB97M-V/def2-TZVPD) of one molecule with the formula C15H22N2O4.

Geometry (Å):
O -0.56 4.67 -1.45
O 2.97 -6.21 0.39
O -0.52 0.71 -2.09
O 0.87 3.18 -0.46
N -0.43 -0.84 1.12
N -1.06 1.35 0.04
C -2.49 4.72 2.85
C 0.14 -0.76 -0.20
C 0.62 -3.14 -0.99
C -1.52 4.09 1.80
C 2.30 -5.24 -0.14
C 0.87 -5.30 0.07
C 2.96 -4.05 -0.68
C -1.47 2.65 -0.36
C -0.67 2.94 2.37
C -0.47 0.49 -0.86
C -2.32 3.46 0.63
C 2.04 -3.02 -1.09
C -0.17 -1.82 -1.27
C -0.35 3.60 -0.87
C 0.10 -4.28 -0.33
H -3.02 2.79 1.10
H -2.88 5.52 2.22
H -1.00 -4.36 -0.38
H -0.41 3.09 3.55
H 0.41 2.77 1.88
H 4.03 -4.03 -0.79
H -0.96 4.93 1.36
H -2.14 2.50 -1.26
H -1.42 1.92 2.23
H 4.00 -6.20 0.34
H 1.17 -0.73 0.11
H 2.32 -2.05 -1.57
H 1.56 3.62 -1.01
H 0.45 -6.25 0.45
H 0.27 -1.19 1.82
H -0.90 0.98 0.93
H -3.37 3.91 3.00
H 0.12 -1.36 -2.24
H -1.20 -1.58 1.10
H -1.23 -1.94 -1.46
H -2.06 5.08 3.82
H -2.85 4.24 0.09

As for the LUMO energy: 0.490 eV. Its SMILES is CC(C)C[C@H](NC(=O)[C@@H](N)Cc1ccc(O)cc1)C(=O)O.

These are the Mulliken partial charges, in e, on atoms 1 to 2:
1. O -0.6323
2. O -0.5443

=====

In terms of stability, #2 leads; the second structure lies 0.1705 hartree higher.